Here is the molecule C4H3NO2 from OMol25. Energies are from ωB97M-V/def2-TZVPD.

The total energy comes out at -359.4304 hartree. The multiplicity is 1. The structure (SMILES) is O=Cc1ncco1. The value obtained for the energy above the lowest of the compared OMol25 structures with the same formula, charge and spin is 104.9 kJ/mol. The HOMO-LUMO gap is 9.82 eV.

XYZ file:
```
10
Properties=species:S:1:pos:R:3:forces:R:3:mulliken_charge:R:1
O 2.6393 0.9450 0.3243 -0.19 -0.46 -0.12 -0.455
C 2.0233 0.0108 -0.1277 0.25 0.29 0.14 -0.054
C 0.5578 -0.1186 -0.0042 -0.03 -0.03 -0.14 0.536
N -0.1987 -0.8921 -0.7185 -0.04 0.28 0.09 -0.511
C -1.4816 -0.5098 -0.3734 0.01 0.30 0.05 -0.319
C -1.4128 0.4642 0.5628 -0.14 -0.03 -0.10 -0.051
O -0.1104 0.7310 0.8017 0.14 -0.03 0.06 -0.256
H 2.4954 -0.8017 -0.7091 -0.06 0.09 0.05 0.350
H -2.3654 -0.8594 -0.8686 -0.05 -0.39 0.01 0.371
H -2.1469 1.0306 1.1127 0.11 -0.04 -0.06 0.390
```
Forces are in eV/Å.



Here is a structure of composition C2H5InO at a distorted geometry from OMol25. Energies are from ωB97M-V/def2-TZVPD.

As for the charge: +2. The total energy comes out at -343.6818 hartree. The multiplicity is 1. The value obtained for the energy above the lowest of the compared OMol25 structures with the same formula, charge and spin is 58.4 kJ/mol. The HOMO-LUMO gap is 5.99 eV.

XYZ file:
```
9
Properties=species:S:1:pos:R:3:forces:R:3:mulliken_charge:R:1
In 6.7380 -0.5101 29.0377 0.30 -0.51 -0.09 1.019
C 4.7671 3.4197 28.5268 0.58 -0.25 -0.68 -0.860
C 4.7586 2.8655 29.8951 3.75 -0.55 -2.14 0.071
O 5.6578 1.9716 30.2398 -2.30 1.71 -0.13 -0.120
H 5.7703 3.2868 28.1100 0.04 0.12 0.00 0.305
H 4.4203 4.4441 28.3595 -0.18 0.09 0.63 0.379
H 4.1402 2.8537 27.8147 -0.32 -0.17 0.10 0.359
H 3.7806 2.3074 30.0571 -0.97 -0.26 1.19 0.404
H 4.6129 3.5889 30.7416 -0.91 -0.17 1.12 0.444
```
Forces are in eV/Å.



Here is a structure of composition C41H27Cl4N3O11RuS2Sb from OMol25. Energies are from ωB97M-V/def2-TZVPD.

As for the charge: -1. The total energy comes out at -5542.6872 hartree. The multiplicity is 5. The value obtained for the energy above the lowest of the compared OMol25 structures with the same formula, charge and spin is 28.4 kJ/mol. The HOMO-LUMO gap (spin up / spin down) is 7.68 / 5.99 eV.

XYZ file:
```
90
Properties=species:S:1:pos:R:3:forces:R:3:lowdin_spin:R:1
Ru -1.6851 -0.1013 -0.4655 -0.21 -0.42 -0.13 2.534
O -0.7117 -2.0258 2.8511 -0.40 0.05 -0.01 0.002
C -1.5024 -1.4872 2.1059 0.00 -0.06 0.26 0.010
O -1.3688 -1.5089 0.8022 0.39 -0.08 -0.05 0.083
C -2.7674 -0.8329 2.6037 0.14 -0.14 0.20 0.009
C -3.3670 -1.3857 3.7181 0.10 0.16 -0.09 0.000
C -4.5354 -0.8282 4.2101 -0.09 0.05 0.03 0.006
C -5.0971 0.2972 3.6360 0.10 -0.06 -0.02 -0.001
C -4.4754 0.8607 2.5425 -0.33 0.10 0.26 0.007
C -3.3185 0.3045 1.9614 0.11 -0.33 0.05 0.011
O -2.7855 0.8186 0.9001 0.20 0.44 -0.16 0.118
N -5.0735 2.0965 2.0205 0.15 -0.12 -0.05 0.001
O -6.2410 2.3071 2.2838 -0.19 0.02 0.05 0.002
O -4.3605 2.8476 1.3946 0.01 0.16 -0.03 0.002
N -5.1830 -1.4265 5.3758 0.11 0.06 -0.17 0.001
O -4.6857 -2.4318 5.8458 -0.01 -0.07 0.07 0.001
O -6.1818 -0.8856 5.8093 -0.12 0.02 0.10 0.002
H -2.9155 -2.2420 4.1973 0.01 0.01 0.00 0.000
H -6.0011 0.7378 4.0290 0.04 -0.03 -0.02 0.000
Cl 2.5093 0.7250 -5.7413 0.02 -0.01 0.03 0.019
C 1.2302 0.8856 -4.6009 -0.14 0.25 -0.25 0.064
C 0.1274 1.7418 -4.9158 0.20 -0.14 0.03 0.051
Cl 0.1065 2.5633 -6.4274 -0.03 0.04 0.00 0.013
C -0.9104 1.9019 -4.0318 0.08 -0.17 0.30 0.028
Cl -2.2640 2.9033 -4.3335 -0.02 0.05 -0.06 0.005
C -0.8786 1.1894 -2.8060 -0.16 0.21 0.13 0.081
O -1.7960 1.2875 -1.8946 0.07 -0.07 -0.36 0.264
C 0.2125 0.3243 -2.5003 0.20 0.38 -0.53 0.097
O 0.1752 -0.2753 -1.3776 0.01 -0.48 0.71 0.256
C 1.2806 0.1950 -3.4192 0.00 -0.15 0.15 0.021
Cl 2.5670 -0.8640 -2.9951 -0.15 0.17 -0.30 0.002
O -5.2138 1.4279 -1.8712 -0.05 -0.01 0.02 0.000
S -5.3593 0.1037 -1.3506 0.10 -0.10 0.31 0.013
O -6.1441 -0.1073 -0.1674 0.03 0.10 -0.04 0.002
N -3.8720 -0.6127 -1.1642 -0.11 0.07 -0.25 0.079
C -3.6483 -1.5480 -2.0555 -0.02 0.01 -0.02 0.016
S -2.1014 -2.1908 -2.1855 -0.01 0.04 -0.19 0.164
C -4.8219 -1.8583 -2.9188 0.13 0.00 0.02 0.004
C -4.9464 -2.8011 -3.9236 0.00 0.00 0.04 0.003
C -6.1429 -2.8509 -4.6251 -0.03 0.05 0.01 0.000
C -7.1824 -1.9704 -4.3327 -0.02 0.01 0.00 0.000
C -7.0559 -1.0207 -3.3255 0.09 -0.18 -0.04 0.001
C -5.8632 -0.9995 -2.6328 -0.20 0.05 -0.16 0.006
H -4.1262 -3.4698 -4.1457 0.03 -0.01 -0.02 0.003
H -6.2696 -3.5751 -5.4179 0.00 -0.03 -0.02 0.000
H -8.1012 -2.0221 -4.9019 -0.01 -0.01 -0.01 0.000
H -7.8541 -0.3320 -3.0946 -0.05 0.06 0.02 0.000
C 4.0593 2.6184 2.7394 -0.01 0.03 -0.07 0.000
C 4.6602 1.2926 3.1245 -0.08 0.14 -0.03 0.000
C 5.8147 1.2839 3.9029 0.05 -0.04 0.07 0.000
C 6.3986 0.1016 4.3294 -0.03 0.02 -0.02 0.000
C 5.8091 -1.1060 3.9941 0.01 -0.01 0.01 0.000
C 4.6693 -1.1063 3.2059 0.00 -0.01 -0.07 0.000
C 4.0962 0.0758 2.7363 0.10 -0.19 -0.10 0.000
Sb 2.3822 -0.2897 1.4621 -0.12 -0.01 0.17 0.000
C 3.3641 -1.6223 0.1113 0.06 -0.29 0.02 0.000
C 2.5418 -2.7140 -0.1906 0.13 0.01 0.01 0.000
C 2.9611 -3.7241 -1.0434 -0.06 0.06 0.02 0.000
C 4.2186 -3.6450 -1.6159 0.01 -0.05 -0.04 0.000
C 5.0453 -2.5748 -1.3167 -0.02 -0.04 -0.04 0.000
C 4.6476 -1.5599 -0.4514 -0.06 0.03 0.16 0.000
C 5.6517 -0.4789 -0.1465 0.10 -0.02 0.22 0.000
C 2.3716 1.4593 0.2318 -0.26 0.39 0.03 0.000
C 3.2714 1.6861 -0.8031 0.08 -0.21 -0.09 0.000
C 3.2207 2.8278 -1.5837 -0.01 0.09 -0.06 0.001
C 2.2487 3.7809 -1.3312 0.00 0.03 -0.03 0.001
C 1.3265 3.5615 -0.3232 -0.04 -0.03 -0.02 0.000
C 1.3575 2.4050 0.4547 0.13 0.10 0.04 -0.001
C 0.2134 2.2083 1.4189 -0.19 0.06 -0.57 0.010
H 4.4670 3.4126 3.3631 0.01 0.05 0.02 0.000
H 2.9754 2.6191 2.8600 -0.01 -0.02 0.02 0.000
H 4.2565 2.8708 1.6952 0.01 -0.02 0.00 0.000
H 6.2590 2.2300 4.1862 0.02 0.06 0.02 0.000
H 7.2977 0.1261 4.9303 0.03 0.01 0.04 0.000
H 6.2300 -2.0407 4.3405 0.02 -0.03 0.00 0.000
H 4.2225 -2.0589 2.9403 0.00 -0.04 -0.03 0.000
H 1.5512 -2.7684 0.2476 -0.04 -0.01 -0.01 0.000
H 2.3039 -4.5524 -1.2683 -0.04 -0.04 -0.01 0.000
H 4.5583 -4.4141 -2.2983 0.01 -0.01 0.00 0.000
H 6.0298 -2.5218 -1.7652 0.06 0.01 -0.03 0.000
H 6.2124 -0.2128 -1.0441 0.01 0.02 -0.01 0.000
H 6.3656 -0.8249 0.6038 0.05 -0.06 0.01 0.000
H 5.1968 0.4210 0.2565 0.09 -0.08 0.11 0.000
H 4.0233 0.9442 -1.0284 -0.18 0.12 -0.11 0.000
H 3.9336 2.9692 -2.3850 0.04 -0.01 -0.05 0.000
H 2.1952 4.6830 -1.9253 0.00 0.05 -0.04 0.000
H 0.5436 4.2892 -0.1474 -0.03 0.03 0.01 0.000
H -0.2170 3.1715 1.6960 -0.03 -0.07 0.04 0.001
H 0.4293 1.6453 2.3193 0.15 -0.10 0.10 0.000
H -0.5641 1.6673 0.8520 0.12 0.22 0.50 0.006
```
Forces are in eV/Å.



Here is the molecule CH4N4S at a distorted geometry from OMol25. Energies are from ωB97M-V/def2-TZVPD.

The total energy comes out at -657.5113 hartree. The multiplicity is 3. The value obtained for the energy above the lowest of the compared OMol25 structures with the same formula, charge and spin is 202.1 kJ/mol. The HOMO-LUMO gap (spin up / spin down) is 7.54 / 7.27 eV.

XYZ file:
```
10
Properties=species:S:1:pos:R:3:forces:R:3:lowdin_spin:R:1
C 0.0989 -0.9356 -0.1904 -1.15 4.51 0.19 0.012
N -0.6993 1.2442 -0.0542 -0.75 5.32 -0.53 0.578
N 1.1534 -0.0537 0.2345 0.81 0.79 1.89 0.008
N 0.6336 1.2970 0.0358 0.94 -0.43 -0.86 0.259
N -1.1715 0.0093 -0.0670 3.00 -4.89 -0.02 0.405
S -2.6481 -0.6109 0.1056 -0.70 0.60 0.12 0.699
H 0.1863 -1.1447 -1.1982 0.24 -0.82 -2.03 0.004
H -0.0046 -1.7155 0.4450 -0.37 -2.57 1.66 0.001
H 1.2452 -0.0948 1.2965 -0.11 -0.18 -1.87 0.003
H 1.2061 2.0048 -0.6076 -1.90 -2.31 1.45 0.031
```
Forces are in eV/Å.